# C9H34N12O8

A 8-piece molecular cluster, C9H34N12O8 overall (ωB97M-V with the def2-TZVPD basis set, the Open Molecules 2025 dataset).

```
63
Properties=species:S:1:pos:R:3
N -1.74625 -2.93890 -3.28382
C -2.33559 -2.67451 -2.04696
N -2.35200 -1.42559 -1.53866
O -2.76485 -3.67478 -1.55642
H -1.45806 -2.10157 -3.81140
H -2.25032 -3.67941 -3.74702
H -2.07341 -0.53934 -1.91005
H -2.88388 -1.40684 -0.66757
N 1.25392 -1.71525 -2.86023
C 0.82748 -0.45780 -3.09340
N 1.60051 0.59374 -2.59572
O -0.22232 -0.40977 -3.73638
H 2.00463 -1.81541 -2.17145
H 0.59638 -2.41263 -3.18513
H 2.58598 0.39468 -2.62073
H 1.31443 1.56053 -2.59139
N 0.52205 1.15374 3.74237
C 0.60779 0.37365 4.80755
N 1.64528 0.44608 5.60744
O -0.19823 -0.53089 4.91431
H 1.39319 1.44723 3.27037
H -0.15108 0.68872 3.11737
H 2.26016 1.23666 5.52342
H 1.59275 -0.22125 6.38120
N -1.44863 2.36018 -3.22462
C -2.16122 2.26944 -2.04393
N -2.85229 3.36811 -1.63165
O -2.17167 1.29930 -1.25029
H -1.21856 3.28329 -3.55380
H -1.02846 1.49350 -3.47193
H -3.56119 3.08551 -0.96415
H -3.11302 3.96748 -2.37370
N 0.58972 5.00669 -1.67023
C 1.01486 3.74343 -1.32457
N 0.57832 3.03862 -0.37263
O 1.94293 3.32596 -2.02389
H 1.16885 5.47169 -2.34515
H -0.11433 5.57662 -1.22506
H 0.84974 2.03906 -0.42845
H -0.26571 3.21410 0.16612
N -4.20711 -2.52723 3.30238
C -3.73578 -1.47197 2.63327
N -2.70596 -0.75780 3.22521
O -4.10302 -1.12457 1.54456
H -5.03404 -2.70879 2.75845
H -4.36739 -2.45833 4.29481
H -1.99375 -1.34847 3.64387
H -2.28871 -0.15884 2.47846
C 5.13199 -2.45313 0.86851
C 3.81485 -1.71381 0.40576
O 3.81000 -1.21612 -0.94755
H 5.32960 -3.35480 0.25001
H 5.07699 -2.79057 1.92241
H 5.96082 -1.75179 0.80423
H 3.40258 -0.97256 1.14822
H 3.03730 -2.46433 0.31281
H 4.61849 -0.75339 -1.12532
C 0.30797 -0.96737 0.81122
O -0.47640 0.21526 0.73558
H 1.15632 -1.02352 0.11775
H 0.73718 -0.97000 1.79403
H -0.33294 -1.87288 0.76485
H -1.11686 0.21093 0.04673
```

Summary:
structure (SMILES): NC(N)=O.NC(N)=O.NC(N)=O.NC(N)=O.NC(N)=O.NC(N)=O.CCO.CO
ΔE to the lowest compared entry with this formula, charge and spin: 0.0 kJ/mol
HOMO-LUMO gap: 9.233 eV
HOMO energy: -8.91 eV
charge: 0

natural (NBO) population analysis, charges in e, atoms 1 to 8: N -0.896; C 0.776; N -0.879; O -0.668; H 0.397; H 0.398; H 0.433; H 0.422

***

# C18H57NO10

A 10-piece molecular cluster, C18H57NO10 overall (ωB97M-V with the def2-TZVPD basis set, the Open Molecules 2025 dataset).

```
86
Properties=species:S:1:pos:R:3
C -5.09447 9.09122 -27.31009
O -6.24269 8.86475 -26.55969
C -7.50192 8.59382 -27.19863
C -8.60240 8.65749 -26.14138
C -8.52650 7.43277 -25.12438
N -9.94608 8.59621 -26.64390
H -4.78650 8.28779 -27.97925
H -4.30180 9.29507 -26.59022
H -5.27507 9.97669 -27.91953
H -7.73907 9.34605 -27.95096
H -7.45065 7.61641 -27.67836
H -8.62692 9.62826 -25.64628
H -8.65703 6.48837 -25.65275
H -9.28258 7.41480 -24.33942
H -7.59334 7.56848 -24.57767
H -10.44091 8.21188 -25.85173
H -10.26812 9.53878 -26.81112
C -2.95089 9.09329 -22.78599
C -2.06406 9.92373 -23.67219
O -1.99717 9.30714 -24.98149
H -3.61762 8.44975 -23.35995
H -3.62929 9.69209 -22.17827
H -2.40053 8.46852 -22.08253
H -1.10864 10.09032 -23.17467
H -2.44121 10.94415 -23.74012
H -1.29336 9.79035 -25.42054
C -10.21809 13.82032 -27.58571
C -10.36989 12.78547 -26.47050
O -9.78826 11.52523 -26.74910
H -9.13574 13.89314 -27.69202
H -10.64044 14.81920 -27.47627
H -10.47374 13.33998 -28.53018
H -11.45240 12.68862 -26.38745
H -10.00817 13.00505 -25.46599
H -8.94309 11.43285 -26.30329
C -10.17871 10.15654 -30.24642
C -11.05805 8.94072 -29.93564
O -10.16768 7.92636 -29.46596
H -10.84827 10.98458 -30.47906
H -9.88420 9.93907 -31.27311
H -9.34679 10.46126 -29.61148
H -11.59321 8.57258 -30.81096
H -11.74162 9.16154 -29.11585
H -9.98985 7.99300 -28.52492
C -12.68819 8.73295 -24.04521
C -11.65873 9.79312 -23.65250
O -11.47140 10.12291 -22.23063
H -13.73219 8.98425 -23.85814
H -12.58202 7.78997 -23.50891
H -12.64415 8.54493 -25.11796
H -11.83501 10.72420 -24.19110
H -10.68473 9.47461 -24.02397
H -10.56050 10.41835 -22.16295
C -5.12188 5.59337 -25.06900
C -3.58098 5.62024 -25.23397
O -3.01699 4.88692 -24.12545
H -5.48817 4.57365 -25.18776
H -5.64899 6.29069 -25.72014
H -5.43837 5.83196 -24.05361
H -3.15829 6.61369 -25.08391
H -3.16843 5.22284 -26.16132
H -3.43312 5.05826 -23.27746
C -5.97517 11.46329 -24.15011
O -6.58556 10.18103 -24.01744
H -6.19735 11.75595 -25.17631
H -6.32942 12.23914 -23.47140
H -4.91673 11.25639 -23.99193
H -6.34159 9.69837 -24.81060
C -7.36386 7.68659 -30.85783
O -6.49235 8.61599 -31.45204
H -7.02363 6.65710 -30.96966
H -7.38829 7.96645 -29.80465
H -8.37824 7.74768 -31.25204
H -5.59001 8.49027 -31.14940
C -4.88450 5.54058 -29.63249
O -5.95393 4.71664 -29.47262
H -4.31069 5.58745 -28.70694
H -4.23305 5.25937 -30.45991
H -5.27646 6.52696 -29.88054
H -6.61121 5.11734 -28.89901
C -3.79887 10.34186 -30.48231
O -3.83187 8.99209 -30.09964
H -3.00030 10.39533 -31.22227
H -4.76140 10.54833 -30.95027
H -3.44958 11.04748 -29.72853
H -2.96540 8.60289 -30.23879
```

Summary:
structure (SMILES): COC[C@H](C)N.CCO.CCO.CCO.CCO.CCO.CO.CO.CO.CO
HOMO-LUMO gap: 9.631 eV
HOMO energy: -9.40 eV
charge: 0

Löwdin population analysis, charges in e, atoms 1 to 8: C -0.088; O -0.230; C -0.148; C -0.396; C -0.019; N 0.046; H 0.071; H 0.088

***

# C12H24IO8PS3

A 3-piece molecular cluster, C12H24IO8PS3 overall (ωB97M-V with the def2-TZVPD basis set, the Open Molecules 2025 dataset).

```
49
Properties=species:S:1:pos:R:3
O 0.91900 1.84751 0.52881
S 0.92715 0.42669 0.13646
O 1.84470 0.39562 -1.25402
C 1.24480 -0.35677 -2.31704
C 1.06830 -1.85771 -2.01411
C 0.23969 -2.20556 -0.74347
C -0.94315 -1.25085 -0.44447
P -2.42174 -1.63021 -1.57580
O -2.42101 -0.36788 -2.69451
I -4.38218 -1.32187 -0.09284
O -0.61090 0.15026 -0.42752
H 0.33477 0.12367 -2.69618
H 1.96360 -0.29111 -3.14253
H 0.69314 -2.37884 -2.90319
H 2.07924 -2.24879 -1.85724
H -0.21048 -3.19307 -0.92790
H 0.84857 -2.34374 0.15426
H -1.30528 -1.49646 0.57053
H -1.80550 -0.64200 -3.36936
C -4.78169 2.21202 3.63138
C -5.61219 2.46025 4.89560
C -6.85181 1.56166 4.81295
S -6.37486 0.14248 3.82636
O -7.13587 0.15547 2.59947
O -6.31304 -1.02913 4.66762
C -4.71653 0.69779 3.46950
H -3.78646 2.64861 3.70683
H -5.28093 2.65821 2.76780
H -5.02277 2.19489 5.77643
H -5.89343 3.50833 4.99476
H -7.17467 1.21990 5.79351
H -7.67606 2.05915 4.30436
H -4.43496 0.38099 2.46824
H -4.05113 0.25002 4.20792
C 6.47714 0.60753 -1.65853
C 5.90341 1.00403 -3.02307
C 5.67289 -0.28733 -3.81664
S 5.37568 -1.57199 -2.60257
O 6.45332 -2.52846 -2.66680
O 3.99044 -1.98292 -2.66861
C 5.60833 -0.54260 -1.16229
H 6.47126 1.44229 -0.95887
H 7.51057 0.27164 -1.77467
H 4.95291 1.52365 -2.88025
H 6.56793 1.68036 -3.55972
H 4.81014 -0.21284 -4.47492
H 6.55315 -0.57051 -4.39125
H 6.07061 -1.12456 -0.36791
H 4.62590 -0.18786 -0.84650
```

Summary:
HOMO-LUMO gap: 8.917 eV
HOMO energy: -8.94 eV
charge: 0

natural (NBO) population analysis, charges in e, atoms 1 to 8: O -0.898; S 1.717; O -0.710; C -0.092; C -0.465; C -0.471; C -0.246; P 0.903

***

# C6H10O

A 2-piece molecular cluster, C6H10O overall (ωB97M-V with the def2-TZVPD basis set, the Open Molecules 2025 dataset).

```
17
Properties=species:S:1:pos:R:3
C -0.51919 -1.31903 1.55419
C -0.05117 -1.59860 0.30579
C -0.09359 -0.71283 -0.87031
C 0.29803 -1.22170 -2.04216
C -0.42146 0.70284 -0.55601
C -1.40219 1.35941 -1.16746
H -1.31699 -1.89620 2.00763
H -0.14697 -0.42882 2.05165
H 0.38026 -2.56358 0.03269
H 0.37816 -0.57319 -2.90299
H 0.58795 -2.26235 -2.06389
H 0.36824 1.18280 0.01600
H -1.90970 2.20180 -0.73406
H -1.81522 0.97767 -2.09583
O 1.84356 1.79099 2.47196
H 1.28109 2.52670 2.18701
H 2.53919 1.83411 1.80579
```

Summary:
structure (SMILES): C=CC(=C)C=C.O
ΔE to the lowest compared entry with this formula, charge and spin: 365.4 kJ/mol
HOMO-LUMO gap: 8.188 eV
HOMO energy: -7.87 eV
charge: 0

natural (NBO) population analysis, charges in e, atoms 1 to 8: C -0.404; C -0.184; C -0.081; C -0.376; C -0.206; C -0.374; H 0.209; H 0.210

***

# C17H17N3O2S

One molecule with the formula C17H17N3O2S (ωB97M-V with the def2-TZVPD basis set, the Open Molecules 2025 dataset).

```
40
Properties=species:S:1:pos:R:3
O 3.01997 0.16812 2.28235
S 2.26841 -0.75421 1.45245
O 1.31900 -1.61103 2.19615
C 3.51315 -1.85062 0.57705
C 3.74877 -3.13174 1.15249
C 4.77663 -4.00953 0.65786
C 5.50384 -3.79256 -0.46778
C 5.25373 -2.53268 -1.02207
N 4.29860 -1.61558 -0.51641
N 1.63308 0.21806 0.20100
C 2.36663 0.80761 -0.84362
C 1.60092 1.64560 -1.50104
C 0.20321 1.66781 -0.88309
C -0.97824 2.25281 -1.17083
C -2.10208 1.96959 -0.43390
C -2.03030 1.02187 0.61475
C -0.81029 0.41380 0.97066
C 0.30052 0.67986 0.14469
C -3.28675 0.82207 1.40249
C -4.50664 0.19283 0.57877
N -5.18893 1.18225 -0.24900
C -4.35514 1.52403 -1.37428
C -3.40434 2.65183 -0.92570
H 3.23916 -3.33380 2.10986
H 5.00144 -4.97475 1.11926
H 6.22431 -4.44844 -0.89666
H 5.81754 -2.35131 -1.87784
H 3.43526 0.61667 -1.10387
H 1.91680 2.34255 -2.30292
H -0.95077 2.90241 -2.02366
H -0.70763 -0.25640 1.82046
H -3.67974 1.64885 1.99263
H -3.01489 0.11370 2.27258
H -4.20927 -0.76926 0.09391
H -5.03530 -0.30691 1.35410
H -5.52364 1.89789 0.38376
H -3.76584 0.62158 -1.67437
H -4.93759 1.86139 -2.14735
H -3.79988 3.24077 -0.19440
H -3.15372 3.27483 -1.76851
```

Summary:
structure (SMILES): O=S(=O)(c1ccccn1)n1ccc2cc3c(cc21)CCNCC3
ΔE to the lowest compared entry with this formula, charge and spin: 565.3 kJ/mol
HOMO-LUMO gap: 8.040 eV
HOMO energy: -7.99 eV
charge: 0

natural (NBO) population analysis, charges in e, atoms 1 to 8: O -0.897; S 2.240; O -0.878; C -0.053; C -0.216; C -0.166; C -0.238; C 0.054

***

# C5H14AlNO2

C5H14AlNO2 as an isolated structure (ωB97M-V with the def2-TZVPD basis set, the Open Molecules 2025 dataset).

```
23
Properties=species:S:1:pos:R:3
Al -1.97961 1.75908 0.46891
C -3.06945 -1.16802 3.49017
O -2.85102 -0.10732 2.63646
H -4.13192 -1.34492 3.65735
H -2.61035 -2.09470 3.14578
H -2.61894 -1.03359 4.47357
C 1.55533 0.23445 -3.14138
C 0.60940 0.29526 -1.92809
C 1.37749 0.17583 -0.51989
O 0.32001 -0.14181 0.42130
C 0.78620 -0.62488 1.68511
N 0.04152 1.65336 -2.07085
H 1.11797 0.35961 -4.13191
H 2.22731 -0.60792 -3.30555
H 2.28967 1.01806 -2.95488
H -0.18920 -0.44656 -1.92240
H 1.88321 1.09061 -0.21081
H 2.01314 -0.70696 -0.58865
H 0.89821 -1.69048 1.48500
H 0.09827 -0.46516 2.51538
H 1.78172 -0.23438 1.89618
H -0.36111 1.77563 -2.98902
H 0.81222 2.30487 -2.11169
```

Summary:
multiplicity: 2
HOMO-LUMO gap (spin up / spin down): 8.889 / 7.740 eV
HOMO energy (spin up / spin down): -13.13 / -13.13 eV
charge: +1

natural (NBO) population analysis, charges in e, atoms 1 to 8: Al 0.932; C -0.334; O -0.314; H 0.189; H 0.223; H 0.249; C -0.645; C -0.065